H24NeO12 | ωB97M-V/def2-TZVPD

- max |F| (eV/A) = 1.27
- HOMO-LUMO gap (eV) = 10.03
- calculated total energy (hartree) = -1046.2217
- energy above the lowest of the compared OMol25 structures with the same formula, charge and spin (eV) = 1.083

Last column: Mulliken charge in e.
Cartesian coordinates (Å):
O  1.58  -3.40  -1.07  -0.674
Ne  -0.26  -0.17  0.34  0.003
H  -2.72  1.25  -3.09  0.332
H  -4.05  -2.29  2.63  0.320
H  -4.38  0.21  0.62  0.288
O  0.22  0.01  -2.81  -0.657
H  3.10  -1.03  -0.61  0.387
O  0.60  2.78  -1.16  -0.637
H  2.60  1.57  2.04  0.276
H  -1.07  3.31  1.71  0.309
H  2.15  -2.86  -0.53  0.447
H  0.16  2.64  -0.32  0.314
O  -1.90  2.33  -0.19  -0.530
H  2.78  -0.75  0.85  0.368
H  -1.28  0.92  -2.76  0.405
H  3.28  1.05  -2.35  0.255
H  1.72  0.42  2.47  0.287
H  2.16  -4.05  -1.45  0.314
O  -1.88  1.65  -2.87  -0.708
H  0.72  -0.72  -2.44  0.281
O  2.41  0.65  1.86  -0.645
H  3.80  1.19  -0.93  0.259
H  0.98  1.93  -1.39  0.309
O  -3.22  -1.96  2.29  -0.652
H  -2.90  -2.67  1.73  0.310
H  -1.89  2.19  -1.14  0.355
H  -2.45  1.63  0.16  0.277
H  -3.55  -0.04  1.86  0.362
H  -0.96  2.98  3.18  0.282
H  0.64  -3.81  0.74  0.312
O  3.11  -1.43  0.26  -0.728
O  3.09  0.81  -1.44  -0.523
O  -3.99  0.66  1.37  -0.658
H  0.30  -4.32  2.12  0.279
O  -0.44  3.06  2.38  -0.606
H  0.60  0.14  -3.68  0.289
O  0.98  -3.86  1.63  -0.601

C3H2O3S | ωB97M-V/def2-TZVPD

- max |F| (eV/A) = 5.02
- HOMO-LUMO gap (eV) = 6.68
- calculated total energy (hartree) = -739.2742
- energy above the lowest of the compared OMol25 structures with the same formula, charge and spin (eV) = 4.819

Last column: Mulliken charge in e.
Cartesian coordinates (Å):
C  -1.51  0.59  -0.62  0.783
H  1.19  -0.70  -0.85  0.246
H  1.69  -0.43  0.92  0.211
O  -1.23  0.06  -1.61  -0.365
C  -0.07  -0.45  0.73  0.191
C  1.23  0.02  0.07  0.052
S  -0.82  -1.56  1.50  -0.104
O  1.49  1.21  -0.34  -0.658
O  -1.97  1.25  0.20  -0.357

Question: Among the records above, which one has the highest energy above the lowest of the compared OMol25 structures with the same formula, charge and spin?
Answer: C3H2O3S

Question: Among the records above, which one has the highest max |F|?
Answer: C3H2O3S

Question: The lowest max |F| belongs to which entry?
Answer: H24NeO12